Version 1
The following is a DFT calculation (ωB97M-V/def2-TZVPD) of an isolated molecule of C5H11NOS.

Kohn-Sham gap ... 0.3458 Eh
SMILES string ... CN1C[C@]1(CO)CS

CARTESIAN COORDINATES (ANGSTROEM)
C 0.67818 0.78233 -1.81594
N -0.18702 -0.17101 -1.12788
C 0.38960 -1.30107 -0.38557
C -0.29134 -0.15118 0.34294
C 0.63865 0.80909 1.11469
O 2.02284 0.53801 1.00789
C -1.65846 -0.30738 0.97825
S -2.92100 -1.25116 0.13727
H 0.15183 1.77482 -1.88099
H 1.60680 0.89255 -1.20900
H 0.92707 0.41690 -2.83055
H -0.05888 -2.25140 -0.54894
H 1.48665 -1.28364 -0.36635
H 0.53165 1.82689 0.70556
H 0.38717 0.92759 2.17983
H 2.18066 -0.20922 1.59409
H -1.51537 -0.76253 1.98511
H -2.06066 0.69339 1.21038
H -2.30836 -0.97297 -1.09076

Mulliken analysis output, partial charges in e: -0.77, -0.36, -0.68, 1.18, -1.08, -0.53, -0.87, -0.28, 0.25, 0.29, 0.28, 0.24, 0.34, 0.31, 0.45, 0.34, 0.34, 0.36, 0.18

Version 2
The following is a DFT calculation (ωB97M-V/def2-TZVPD) of a structure of composition C5H11NOS.

Kohn-Sham gap ... 0.3508 Eh

CARTESIAN COORDINATES (ANGSTROEM)
C -2.12793 0.49517 -0.05581
C 0.27613 0.00555 0.01992
C 0.95147 1.47742 0.10758
C 0.31465 -0.75954 1.36273
C 1.18029 -1.11986 0.14262
H -2.59843 -0.74652 0.43355
H -2.82430 1.24752 -0.98944
H -1.62392 1.23684 1.21435
H -0.95690 -0.60155 -1.51499
H 0.36130 2.20917 0.78949
H 1.95390 1.51262 0.72842
H 0.28477 1.10746 -1.52891
H -0.28791 -1.69136 1.62804
H 0.84911 -0.50914 2.23629
H 2.25554 -1.06034 0.14601
H 0.92736 -2.18865 -2.00213
N -0.80428 0.17126 -0.86627
O 0.97034 1.88484 -1.21279
S 0.89884 -2.67089 -0.63866

Mulliken analysis output, partial charges in e: -0.61, 0.33, -0.38, -1.19, 0.01, 0.23, 0.28, 0.22, 0.33, 0.19, 0.26, 0.50, 0.27, 0.27, 0.32, 0.12, -0.28, -0.60, -0.28

Of the structures shown above, version 1 is the most stable.